Density functional theory data (the ωB97M-V functional and the def2-TZVPD basis) for 2 unconnected molecules or ions with the total composition CH4N5P at a distorted geometry.

XYZ file:
```
11
Properties=species:S:1:pos:R:3:forces:R:3
C -1.343 -0.063 0.204 -1.869 -3.465 -0.886
N -1.276 1.059 0.315 0.744 3.192 0.657
N 1.176 -2.187 0.661 0.520 -2.168 1.304
N 1.489 -1.172 0.326 -1.404 -0.575 -0.060
N 1.431 -0.140 -0.256 0.503 1.113 -2.317
N -1.811 -1.294 -0.118 -1.234 2.274 -0.899
P 2.064 1.333 0.157 -0.572 3.306 0.144
H -1.366 -2.070 0.257 0.530 -1.603 0.711
H -2.822 -1.292 -0.365 1.479 -0.358 0.498
H 1.025 2.187 -0.538 0.840 -1.103 1.130
H 2.868 1.695 -0.940 0.462 -0.611 -0.282
```
Positions in Å, forces in eV/Å.

Values from the calculation:
* orbital gap: 0.3557 hartree
* spin multiplicity: 1
* net charge: 0

The net atomic charges from Löwdin, expressed in e, are: C -0.411; N 0.125; N 0.181; N -0.300; N -0.321; N 0.098; P 0.704; H 0.033; H 0.130; H -0.083; H -0.157

---

Density functional theory data (the ωB97M-V functional and the def2-TZVPD basis) for a gas-phase ion, C4H11N5 (charge +2) at a distorted geometry.

XYZ file:
```
20
Properties=species:S:1:pos:R:3:forces:R:3
C 0.477 -0.995 -0.279 0.530 -0.907 0.265
C -0.777 -0.120 -0.448 2.596 0.220 0.828
C 1.641 -0.422 0.025 -1.474 1.418 0.429
C 0.555 1.947 -0.071 -2.309 -2.775 0.077
N -0.497 1.321 -0.043 2.436 1.448 -1.467
N 1.494 2.790 0.079 -0.701 2.283 -2.909
N -3.045 0.045 0.025 -2.451 3.666 -2.353
N -1.826 -0.517 0.398 0.098 -1.272 -0.547
N 2.748 -1.384 0.128 2.620 1.805 1.271
H 0.364 -2.110 -0.522 -0.312 1.596 0.381
H -0.991 -0.272 -1.469 -0.842 0.768 -1.354
H -3.432 -0.175 -0.974 1.365 -0.318 1.932
H 2.119 2.586 0.784 1.809 -0.487 1.917
H 1.805 3.555 -0.613 -1.091 -1.599 1.223
H -3.177 1.148 0.032 1.105 -1.968 0.115
H -3.779 -0.214 0.647 -0.824 -0.964 0.923
H -1.535 -0.223 1.311 -0.643 -0.014 1.039
H 2.691 -1.929 1.012 0.278 0.337 -0.626
H 3.745 -0.894 0.052 -2.655 -1.436 0.324
H 2.613 -1.963 -0.648 0.466 -1.802 -1.468
```
Positions in Å, forces in eV/Å.

Values from the calculation:
* orbital gap: 0.3296 hartree
* spin multiplicity: 1
* net charge: +2

The net atomic charges from Löwdin, expressed in e, are: C -0.124; C -0.322; C -0.137; C -0.101; N 0.207; N 0.248; N 0.162; N -0.003; N 0.125; H 0.146; H 0.145; H 0.244; H 0.114; H 0.222; H 0.234; H 0.166; H 0.156; H 0.180; H 0.224; H 0.113

---

Density functional theory data (the ωB97M-V functional and the def2-TZVPD basis) for a molecular structure, C14H28IrN9O3SSi.

XYZ file:
```
57
Properties=species:S:1:pos:R:3:forces:R:3
Ir 0.186 -0.327 0.111 0.093 -0.036 0.058
N -1.314 -3.361 0.248 0.027 -0.020 -0.004
C -0.555 -3.082 -0.860 0.041 -0.045 -0.024
N -0.339 -3.897 -1.865 -0.034 0.009 -0.023
N 0.457 -3.193 -2.704 0.023 0.016 0.043
N 0.712 -2.028 -2.241 -0.010 -0.034 -0.035
N 0.070 -1.915 -1.050 -0.042 0.101 0.073
C -1.589 -2.452 1.222 -0.056 0.028 0.051
N -2.350 -2.669 2.270 0.056 -0.039 0.022
N -2.330 -1.506 2.961 -0.064 0.049 -0.061
N -1.619 -0.622 2.382 0.055 -0.031 0.058
N -1.127 -1.186 1.239 -0.046 0.039 -0.071
H -1.741 -4.270 0.318 -0.005 -0.002 -0.012
C -0.853 2.763 2.855 0.012 -0.007 -0.014
C -0.517 2.613 1.382 0.001 -0.005 -0.004
C 0.162 3.852 0.828 -0.009 0.028 0.002
C -1.747 2.253 0.571 0.000 0.015 -0.007
O 0.444 1.491 1.215 0.027 -0.071 0.023
Si 1.846 1.093 2.067 -0.024 0.064 -0.096
S 2.288 -0.575 0.801 -0.028 0.039 0.005
O 1.361 0.726 3.549 -0.035 -0.056 0.009
C 2.058 0.303 4.742 -0.004 0.019 0.009
C 3.239 -0.580 4.363 0.000 -0.003 -0.011
C 1.036 -0.474 5.554 0.001 0.003 0.006
C 2.519 1.553 5.476 0.009 0.000 -0.001
O 2.948 2.269 2.120 -0.022 -0.029 -0.007
C 4.062 2.688 1.294 0.010 0.019 0.013
C 4.481 4.040 1.850 0.009 -0.002 -0.001
C 3.634 2.811 -0.160 -0.018 -0.006 0.001
C 5.180 1.668 1.453 -0.001 0.001 -0.007
H -1.619 3.532 2.963 0.008 -0.003 -0.007
H 0.022 3.070 3.429 0.000 -0.011 0.001
H -1.231 1.823 3.252 0.003 -0.014 0.012
H -0.511 4.705 0.922 0.003 -0.001 -0.004
H 0.406 3.720 -0.228 0.002 -0.003 0.008
H 1.074 4.073 1.383 0.005 0.004 -0.005
H -2.452 3.083 0.607 0.001 -0.004 0.007
H -2.239 1.372 0.983 0.002 -0.001 -0.001
H -1.488 2.086 -0.478 0.004 -0.013 0.000
H 2.902 -1.456 3.806 0.002 0.005 0.000
H 3.756 -0.920 5.261 -0.003 0.000 0.002
H 3.958 -0.028 3.752 0.003 -0.003 -0.001
H 0.679 -1.336 4.990 0.001 -0.001 0.001
H 0.179 0.159 5.783 0.000 0.000 -0.002
H 1.478 -0.821 6.489 -0.001 0.000 -0.003
H 3.213 2.125 4.857 -0.001 -0.001 0.004
H 3.020 1.283 6.407 0.000 0.001 -0.001
H 1.663 2.185 5.714 -0.001 -0.002 -0.001
H 3.664 4.757 1.763 -0.002 -0.005 -0.002
H 5.341 4.424 1.301 -0.002 0.001 0.002
H 4.751 3.948 2.903 0.000 0.001 -0.003
H 2.818 3.526 -0.261 0.002 -0.004 0.001
H 3.315 1.847 -0.559 -0.005 0.005 -0.007
H 4.472 3.163 -0.762 0.005 0.001 0.001
H 5.459 1.572 2.503 -0.001 -0.003 0.002
H 6.060 1.984 0.891 0.002 -0.002 0.000
H 4.874 0.690 1.075 0.004 0.007 0.003
```
Positions in Å, forces in eV/Å.

Values from the calculation:
* orbital gap: 0.2534 hartree
* spin multiplicity: 1
* net charge: 0

The net atomic charges from Löwdin, expressed in e, are: Ir 1.084; N 0.168; C -0.460; N 0.048; N -0.066; N -0.061; N -0.216; C -0.436; N 0.059; N -0.044; N -0.031; N -0.153; H 0.157; C -0.021; C -0.592; C -0.021; C -0.048; O -0.366; Si -0.098; S 0.454; O -0.136; C -0.626; C -0.034; C -0.019; C -0.018; O -0.131; C -0.632; C -0.022; C -0.025; C -0.028; H 0.100; H 0.087; H 0.077; H 0.099; H 0.093; H 0.077; H 0.099; H 0.063; H 0.079; H 0.083; H 0.097; H 0.071; H 0.090; H 0.092; H 0.092; H 0.079; H 0.093; H 0.091; H 0.086; H 0.093; H 0.089; H 0.075; H 0.062; H 0.097; H 0.088; H 0.095; H 0.064

---

Density functional theory data (the ωB97M-V functional and the def2-TZVPD basis) for 2 unconnected molecules or ions with the total composition C6H17NO at a distorted geometry.

XYZ file:
```
25
Properties=species:S:1:pos:R:3:forces:R:3
C 0.148 2.400 1.168 -1.092 0.935 0.627
N -0.903 1.332 1.200 0.405 -0.363 1.160
C -0.919 0.207 0.167 -0.941 -0.125 -1.554
C -0.108 -1.104 0.403 2.503 0.837 -0.591
C 0.799 -1.494 -0.810 0.398 1.644 -0.835
C 1.726 -2.729 -0.563 -0.516 -0.737 -1.728
C 1.656 -0.226 -1.180 -0.210 1.262 0.296
H -0.078 3.199 1.970 0.235 -1.730 -0.494
H 0.013 3.110 0.326 0.736 -1.156 -0.321
H 1.136 1.948 1.384 -0.100 0.802 -0.681
H -0.764 1.016 2.207 -0.842 -0.375 -2.005
H -0.599 0.637 -0.897 -0.945 -0.567 2.585
H -1.989 -0.204 0.027 1.346 1.368 0.329
H 0.689 -0.831 1.153 -1.012 -0.810 0.033
H -0.666 -2.012 0.593 -0.480 0.249 0.885
H 0.206 -1.557 -1.761 0.116 -0.781 0.899
H 2.257 -2.600 0.373 0.512 0.113 -0.056
H 2.420 -2.984 -1.474 -0.975 0.976 1.794
H 1.176 -3.692 -0.459 -0.113 0.720 0.091
H 0.984 0.551 -1.775 1.797 -1.622 1.117
H 2.458 -0.627 -1.824 -0.132 0.793 0.158
H 2.112 0.366 -0.256 -0.846 -1.394 -1.821
O -3.914 1.634 -0.321 3.568 -0.241 -0.910
H -4.715 1.784 0.103 -1.837 0.596 1.556
H -3.124 1.878 0.246 -1.577 -0.394 -0.534
```
Positions in Å, forces in eV/Å.

Values from the calculation:
* structure (SMILES): CNCCC(C)C.O
* orbital gap: 0.3670 hartree
* spin multiplicity: 1
* net charge: 0

The net atomic charges from Löwdin, expressed in e, are: C -0.155; N -0.149; C -0.223; C -0.189; C -0.445; C -0.093; C -0.118; H 0.090; H 0.074; H 0.061; H 0.117; H 0.122; H 0.113; H 0.115; H 0.098; H 0.135; H 0.063; H 0.104; H 0.069; H 0.091; H 0.058; H 0.103; O -0.068; H -0.015; H 0.040